Entry 1:
Below is one molecule with the formula C21H19Cl2IN4O2 at a distorted geometry, with properties calculated with ωB97M-V with the def2-TZVPD basis set.

Its spin multiplicity is 1. The highest occupied orbital energy comes out at -8.72 eV. Its lowest unoccupied orbital energy is 0.1 eV. As for the structure (SMILES): Cc1c(C(=O)NN2CCOCC2)nn(-c2ccc(Cl)cc2Cl)c1-c1ccc(I)cc1. The value obtained for the max |F| is 0.021 Eh/bohr. The total charge is 0. The calculation puts the calculated total energy at -65285.90494 eV.

Cartesian coordinates (Å):
C 1.28631 1.76929 2.06506
C 0.40148 0.95035 1.19834
C 0.79520 0.11064 0.13151
C 2.16516 -0.15011 -0.35978
O 3.15878 0.38385 0.09739
N 2.17888 -1.04103 -1.37975
N 3.31540 -1.49500 -2.06281
C 4.02164 -0.42555 -2.76104
C 5.11625 -1.07438 -3.60915
O 6.01389 -1.81154 -2.81498
C 5.33675 -2.80862 -2.08857
C 4.24816 -2.20983 -1.19715
N -0.26348 -0.44597 -0.44592
N -1.32839 -0.00126 0.21240
C -2.60161 -0.45167 -0.16236
C -2.94744 -0.41886 -1.51076
C -4.18509 -0.85301 -1.94014
C -5.09603 -1.32984 -1.00784
Cl -6.65207 -1.85744 -1.51956
C -4.76287 -1.40237 0.33612
C -3.51255 -0.97879 0.75637
Cl -3.09342 -1.15961 2.41923
C -0.98252 0.85651 1.21951
C -1.95105 1.58585 2.02429
C -3.09867 2.12753 1.44566
C -4.00930 2.82831 2.21211
C -3.77338 2.99743 3.56491
I -5.17291 4.06159 4.74289
C -2.63490 2.48085 4.15713
C -1.72755 1.78006 3.38650
H 2.20140 2.00440 1.52845
H 1.56393 1.21028 2.95914
H 0.78561 2.68659 2.36977
H 1.29496 -1.42723 -1.68342
H 3.31061 0.09902 -3.40257
H 4.47316 0.28679 -2.05686
H 5.71026 -0.31333 -4.11766
H 4.64828 -1.73549 -4.35483
H 6.09196 -3.31495 -1.48539
H 4.87663 -3.52845 -2.78296
H 3.70440 -3.00470 -0.68269
H 4.70446 -1.53975 -0.45555
H -2.22047 -0.04512 -2.21479
H -4.44598 -0.81938 -2.98534
H -5.46303 -1.80136 1.05203
H -3.27885 2.01187 0.38692
H -4.89477 3.24088 1.75371
H -2.45589 2.61708 5.21254
H -0.85129 1.35547 3.84989



Entry 2:
Below is a 23-piece molecular cluster, C6H60NO24 overall at a distorted geometry, with properties calculated with ωB97M-V with the def2-TZVPD basis set.

Its spin multiplicity is 1. The highest occupied orbital energy comes out at -12.39 eV. Its lowest unoccupied orbital energy is -2.7 eV. The value obtained for the max |F| is 0.192 Eh/bohr. The total charge is +1. The calculation puts the calculated total energy at -57813.02004 eV. The value obtained for the energy relative to the best compared isomer or geometry (same formula, charge and spin) is 0.0 kJ/mol.

Cartesian coordinates (Å):
C 23.12200 13.06900 9.15400
O 23.07600 13.58500 7.82300
C 22.82400 12.69400 6.81000
C 23.05300 13.27100 5.42000
N 22.63900 12.32700 4.38900
H 22.91700 11.26600 4.60100
H 21.52400 12.41100 4.33700
C 22.90300 12.89100 2.99700
C 22.35600 11.89200 1.96800
O 22.68900 12.41100 0.64300
C 22.87900 11.40800 -0.42800
H 22.06700 12.69500 9.21200
H 23.20800 13.83100 9.97600
H 23.79100 12.24400 9.42700
H 21.69600 12.20400 6.87500
H 23.31500 11.88400 7.04100
H 24.18600 13.52300 5.31500
H 22.67600 14.24200 5.44600
H 24.15400 12.80900 2.80900
H 22.71400 13.93600 2.92000
H 21.33700 11.92100 2.08000
H 22.51600 10.80700 2.11100
H 23.68900 10.73200 -0.22100
H 23.12000 11.87800 -1.24600
H 22.00600 10.82700 -0.66900
O 24.96100 9.97600 2.42100
H 25.75200 9.73700 2.22800
H 25.15100 10.44900 3.34000
O 21.76900 7.77500 3.72300
H 22.46500 7.18300 3.72100
H 21.78900 8.10900 2.81000
O 22.29500 13.77100 12.55900
H 22.94300 14.42100 12.87900
H 22.78900 12.97800 12.36900
O 24.86000 15.61600 10.92300
H 24.94100 15.88200 10.06900
H 25.01400 14.69300 11.10300
O 26.78700 14.66500 1.59000
H 27.44800 15.04600 2.22900
H 25.86600 15.00700 1.71900
O 25.53900 15.53300 8.19100
H 24.84600 15.02000 7.68500
H 26.48500 15.21200 8.03200
O 22.13500 16.86400 5.94500
H 22.10600 17.70000 5.93800
H 21.37300 16.42400 5.99900
O 24.41000 10.99500 -3.48300
H 24.36100 12.01900 -3.43700
H 24.25400 10.91000 -4.49400
O 19.90100 12.12800 -0.04100
H 19.59300 12.94800 -0.46500
H 20.82500 12.45000 0.32400
O 19.88200 11.90300 4.54900
H 19.11800 11.45300 4.22900
H 19.40900 12.20600 5.30500
O 25.14500 13.73600 -2.76500
H 25.42100 13.38300 -1.85900
H 25.03200 14.70300 -2.56600
O 25.77200 11.18000 4.76500
H 26.62300 11.72000 4.94300
H 25.47700 10.79600 5.66100
O 20.10900 14.51900 2.69900
H 19.75800 13.58500 2.41300
H 19.57000 15.01300 2.03400
O 23.03200 15.08200 0.19900
H 23.73200 15.52900 -0.14500
H 23.48900 14.44600 0.75100
O 22.92000 9.84500 5.18500
H 22.36300 9.41300 4.55800
H 23.40600 9.26800 5.78600
O 24.43300 8.63200 -2.13900
H 24.27100 9.53800 -2.62000
H 25.25200 8.30400 -2.68700
O 26.53800 9.79400 -0.39400
H 25.82000 9.39100 -0.87800
H 26.20300 9.33000 0.40600
O 25.38900 12.83200 11.37200
H 26.29700 12.88600 11.77900
H 25.14100 12.05700 11.74800
O 25.42600 10.03200 7.20400
H 25.34900 10.21200 8.09000
H 24.94100 9.33300 7.24000
O 20.61300 9.38400 1.52700
H 20.84000 8.64700 1.09300
H 20.24700 9.75100 0.73400
O 20.37200 14.69900 10.82900
H 21.08800 14.38900 11.35500
H 19.92700 15.31900 11.39900
O 19.44700 12.33300 9.43500
H 19.47900 12.20700 8.46300
H 19.45700 13.25600 9.72500



Entry 3:
Below is a 2-piece molecular cluster, C25H33N4 overall at a distorted geometry, with properties calculated with ωB97M-V with the def2-TZVPD basis set.

Its spin multiplicity is 1. The highest occupied orbital energy comes out at -10.15 eV. Its lowest unoccupied orbital energy is -4.5 eV. The value obtained for the max |F| is 0.070 Eh/bohr. The total charge is +1. The calculation puts the calculated total energy at -32411.80579 eV. The value obtained for the energy relative to the best compared isomer or geometry (same formula, charge and spin) is 222.1 kJ/mol.

Cartesian coordinates (Å):
C -2.60588 2.42210 -5.16573
N -1.84340 1.91327 -4.01757
C -2.41490 1.37611 -2.89007
C -1.46323 1.42147 -1.80107
C -1.73314 1.29290 -0.40922
C -1.55167 0.17065 0.43708
C -0.70433 -0.91241 0.11013
C -0.50619 -1.94582 0.99310
C -1.17462 -1.94366 2.25025
N -0.89663 -2.90303 3.18033
C -0.10752 -4.07285 2.86109
C 0.98662 -3.75440 1.85704
C 0.41504 -3.05597 0.63067
C -1.66803 -3.04615 4.40177
C -2.13532 -1.70430 4.95504
C -2.83179 -0.88624 3.86871
C -2.08224 -0.88435 2.56430
C -2.23873 0.15074 1.67907
C -0.29212 2.13997 -2.34362
C 0.65371 2.94549 -1.68985
C 1.16728 4.06505 -2.35761
C 0.93387 4.18868 -3.75037
C 0.33825 3.12017 -4.46171
C -0.50280 2.27640 -3.73559
H -1.90572 2.63423 -5.98706
H -3.34845 1.66573 -5.48086
H -3.14356 3.35766 -4.89101
H -3.46778 1.01840 -2.90748
H -2.40850 2.06001 0.00914
H -0.19812 -0.90160 -0.85766
H 0.32029 -4.45103 3.80280
H -0.76658 -4.86943 2.46372
H 1.74283 -3.11659 2.32634
H 1.47986 -4.68933 1.59003
H -0.08924 -3.81265 0.00594
H 1.23921 -2.66974 0.01693
H -2.55818 -3.67720 4.20406
H -1.04615 -3.58882 5.13714
H -2.80553 -1.91966 5.79253
H -1.28026 -1.14104 5.34734
H -3.86495 -1.27499 3.77964
H -2.92834 0.15110 4.21218
H -2.91717 0.96830 1.91649
H 0.92940 2.68013 -0.67887
H 1.73900 4.80656 -1.80626
H 1.22993 5.10526 -4.27037
H 0.45883 2.94576 -5.52491
C 2.90603 1.05548 -1.93957
N 1.96316 0.43225 -0.98733
N 2.52424 0.17377 0.33143
C 3.40111 -0.98287 0.27393
C 3.14778 1.35093 0.92723
H 3.69277 0.33451 -2.31203
H 2.33512 1.34410 -2.81741
H 3.31564 1.99208 -1.51834
H 1.76653 -0.51153 -1.35291
H 3.72753 -1.26257 1.28020
H 2.84535 -1.82446 -0.15706
H 4.26514 -0.74999 -0.37320
H 2.92024 1.41685 2.01946
H 4.24418 1.26634 0.79396
H 2.79213 2.31028 0.46565



Entry 4:
Below is one molecule with the formula C2H5NO2, with properties calculated with ωB97M-V with the def2-TZVPD basis set.

Its spin multiplicity is 1. The highest occupied orbital energy comes out at -9.79 eV. Its lowest unoccupied orbital energy is 0.7 eV. As for the structure (SMILES): NC(=O)CO. The value obtained for the max |F| is 0.009 Eh/bohr. The total charge is 0. The calculation puts the calculated total energy at -7740.26710 eV. The value obtained for the energy relative to the best compared isomer or geometry (same formula, charge and spin) is 46.7 kJ/mol.

Cartesian coordinates (Å):
N 1.47889 0.03048 0.27490
C 0.36419 -0.67821 -0.10798
O 0.38411 -1.89221 -0.19684
C -0.97804 0.02996 -0.30055
O -1.05431 1.38256 0.07767
H 2.27119 -0.57943 0.43489
H 1.70277 0.93796 -0.10869
H -1.26533 -0.03726 -1.35469
H -1.68332 -0.60482 0.25342
H -1.22015 1.41097 1.02786



Entry 5:
Below is C3H12O5 as an isolated structure at a distorted geometry, with properties calculated with ωB97M-V with the def2-TZVPD basis set.

Its spin multiplicity is 2. The highest occupied orbital energy (spin up / spin down) comes out at -15.90 / -15.89 eV. Its lowest unoccupied orbital energy (spin up / spin down) is -4.5 / -9.7 eV. The value obtained for the max |F| is 0.109 Eh/bohr. The total charge is +1. The calculation puts the calculated total energy at -13532.10038 eV. The value obtained for the energy relative to the best compared isomer or geometry (same formula, charge and spin) is 156.2 kJ/mol.

Cartesian coordinates (Å):
H 1.68175 0.49023 1.15298
O 0.90077 0.99543 2.11356
O 1.74124 -0.35064 0.24616
H 0.16358 1.63927 1.57641
H 0.22108 0.21515 2.15671
C 0.97488 0.00985 -0.75172
O 0.87668 1.21568 -0.92371
C 0.50307 -1.15472 -1.62271
H 0.83876 -0.82494 -2.62160
H 1.14111 -2.07343 -1.46708
C -0.82318 -1.71421 -1.69909
H -1.61058 -1.13738 -1.93872
H -0.80115 -2.70026 -2.25727
H -1.10124 -2.06209 -0.61460
O 0.14024 3.17043 0.91760
H 0.93076 3.58056 1.31045
H 0.32475 2.67291 0.04287
O -1.91187 -0.32686 1.56595
H -2.77192 -0.75181 1.81376
H -1.41871 -0.89318 1.00003



Entry 6:
Below is C7H5NO2 as an isolated structure at a distorted geometry, with properties calculated with ωB97M-V with the def2-TZVPD basis set.

Its spin multiplicity is 1. The highest occupied orbital energy comes out at -8.78 eV. Its lowest unoccupied orbital energy is -0.2 eV. The value obtained for the max |F| is 0.093 Eh/bohr. The total charge is 0. The calculation puts the calculated total energy at -12916.14813 eV. The value obtained for the energy relative to the best compared isomer or geometry (same formula, charge and spin) is 785.4 kJ/mol.

Cartesian coordinates (Å):
C -1.14409 1.42240 0.45101
C -1.93230 0.42808 -0.02725
C 0.31821 1.23029 0.56685
C -0.77854 -2.01141 -0.17467
C -1.27400 -0.77575 -0.35348
C 1.01449 0.31795 -0.08608
C -0.05779 -1.09483 -1.01406
N 2.36894 0.10008 -0.03534
O 3.05965 0.30924 -0.96268
O 2.72110 -0.36030 1.04769
H -1.59704 2.30939 0.93278
H -3.01363 0.42400 -0.03011
H 0.80543 1.91111 1.41272
H -0.72203 -2.94559 0.24246
H 0.23161 -1.26467 -1.96983



Question: What is the total charge in the second record?
Answer: +1